# 1
Below is a structure of composition C35H31Cl3N4O2RbS2Si, with properties calculated with ωB97M-V/def2-TZVPD.

Geometry as XYZ:
```
79
Properties=species:S:1:pos:R:3
Rb 0.0584 -0.0719 -0.4995
C 2.1078 -0.8832 2.4006
O 1.4584 0.3278 2.0476
C 1.8011 1.4491 2.7478
C 2.8108 1.4513 3.7021
C 3.1417 2.6176 4.3801
C 2.4651 3.7906 4.0980
C 1.4557 3.7899 3.1475
C 1.0884 2.6302 2.4626
N 0.0693 2.5818 1.4779
N -0.6482 3.6272 1.5049
C -1.6612 3.8563 0.6373
C -2.0392 2.9879 -0.4512
O -1.4866 1.8991 -0.7016
C -3.1342 3.4458 -1.3032
C -3.7733 4.6107 -1.1006
C -3.4191 5.4854 -0.0175
C -4.0958 6.6983 0.1842
C -3.7637 7.5365 1.2216
C -2.7319 7.1601 2.0912
C -2.0566 5.9759 1.9117
C -2.3716 5.1026 0.8493
H 1.9550 -1.1207 3.4567
H 3.1788 -0.8387 2.1865
H 1.6631 -1.6632 1.7880
H 3.3579 0.5463 3.9210
H 3.9358 2.6001 5.1160
H 2.7252 4.7088 4.6097
H 0.9252 4.6988 2.9054
H -3.3967 2.7793 -2.1168
H -4.5806 4.9165 -1.7590
H -4.8933 6.9639 -0.5018
H -4.2914 8.4707 1.3678
H -2.4632 7.8081 2.9174
H -1.2679 5.6907 2.5925
S -1.9930 -0.0768 -3.4227
C -2.0660 -1.6351 -3.9574
N -2.2238 -1.9853 -5.2508
C -2.0685 -3.3718 -5.6662
C -0.9842 -4.0051 -4.8346
N -1.3493 -3.8876 -3.4299
C -1.0455 -5.0422 -2.5934
C -1.9712 -6.1956 -2.8944
C -3.3477 -6.0557 -2.7158
C -4.2031 -7.1044 -3.0124
C -3.6968 -8.3078 -3.4904
C -2.3307 -8.4535 -3.6700
C -1.4735 -7.3997 -3.3763
C -1.9529 -2.7822 -2.9737
S -2.5688 -2.6429 -1.4350
C -2.3434 -1.0032 -6.3189
C -1.0676 -0.9137 -7.1238
C 0.1483 -0.6965 -6.4775
C 1.3267 -0.6453 -7.2042
C 1.3043 -0.8026 -8.5847
C 0.0987 -1.0170 -9.2339
C -1.0814 -1.0784 -8.5030
H -1.7787 -3.3772 -6.7169
H -3.0101 -3.9217 -5.5570
H -0.0195 -3.5262 -5.0177
H -0.9004 -5.0646 -5.0759
H -1.1258 -4.7283 -1.5556
H -0.0062 -5.3173 -2.7873
H -3.7356 -5.1184 -2.3353
H -5.2693 -6.9851 -2.8660
H -4.3667 -9.1267 -3.7202
H -1.9289 -9.3871 -4.0433
H -0.4048 -7.5136 -3.5193
H -2.5775 -0.0482 -5.8528
H -3.1748 -1.2964 -6.9655
H 0.1686 -0.5732 -5.4012
H 2.2649 -0.4864 -6.6890
H 2.2266 -0.7648 -9.1501
H 0.0744 -1.1473 -10.3085
H -2.0229 -1.2571 -9.0112
Cl 1.0620 -3.0167 -0.5572
Si 2.3429 -1.9648 -2.0394
Cl 4.2334 -2.7471 -1.3771
Cl 2.0301 -3.3364 -3.7118
```

* calculated total energy: -4212.61918 a.u.
* M: 823.7 g mol⁻¹
* charge: -1

Atom charges from the Mulliken analysis, given in e for atoms 1 to 2: number 1, Rb, carries 1.0056; number 2, C, carries -0.8135


# 2
Below is a structure of composition C35H31ClN3O4PRh, with properties calculated with ωB97M-V/def2-TZVPD.

Geometry as XYZ:
```
76
Properties=species:S:1:pos:R:3
Rh -0.1210 0.3355 -0.0238
C 1.4811 -2.4937 3.1143
C 1.2384 -1.3952 4.1195
C 1.1746 -1.7061 5.4764
C 0.9841 -0.7230 6.4340
C 0.8426 0.6034 6.0521
C 0.9050 0.9379 4.7097
C 1.1086 -0.0492 3.7415
P 1.2515 0.4013 1.9820
C 0.4010 2.0319 1.8689
C -0.9996 1.8469 1.7829
C -1.8592 2.9170 1.5591
C -1.3300 4.1855 1.4189
C 0.0397 4.3800 1.5456
C 0.9288 3.3314 1.7677
C 2.3934 3.6433 1.9206
C 3.0360 0.5597 1.6910
C 3.9649 0.1741 2.6602
C 5.3263 0.2601 2.4192
C 5.7860 0.7431 1.2023
C 4.8810 1.1252 0.2246
C 3.5223 1.0200 0.4641
C 1.8130 0.5311 -1.0985
H 1.0450 -3.4327 3.4556
H 2.5520 -2.6660 2.9728
H 1.0586 -2.2521 2.1388
H 1.2769 -2.7418 5.7834
H 0.9440 -0.9926 7.4818
H 0.6861 1.3750 6.7959
H 0.7913 1.9720 4.4088
H -1.4199 0.8880 2.0694
H -2.9295 2.7530 1.5165
H -1.9826 5.0318 1.2444
H 0.4379 5.3872 1.4876
H 2.5249 4.6726 2.2532
H 2.9107 3.5348 0.9647
H 2.8792 2.9854 2.6380
H 3.6187 -0.1756 3.6243
H 6.0287 -0.0391 3.1873
H 6.8488 0.8215 1.0091
H 5.2093 1.5024 -0.7372
H 2.2393 -0.4745 -1.0730
H 1.5383 2.0467 -2.5260
O 1.8462 -0.0530 -5.7661
C 0.5223 -0.1489 -5.7270
O -0.1200 -0.2799 -6.7293
C -0.1636 -0.0312 -4.3889
C -1.5127 -0.3204 -4.2073
Cl -2.6555 -0.8366 -5.3370
N -1.8298 -0.0714 -2.9160
N -0.7551 0.3990 -2.2541
C 0.2528 0.4237 -3.1098
C 1.5789 0.9443 -2.5797
O 2.6846 0.6028 -3.2814
O 2.6770 1.4784 -0.5226
C -3.1086 -0.0559 -2.2688
C -3.4216 1.0342 -1.4653
C -4.6592 1.0914 -0.8438
C -5.5877 0.0756 -1.0344
C -5.2567 -1.0158 -1.8241
C -4.0118 -1.0959 -2.4331
H 2.2350 -0.0418 -4.8938
H -2.7071 1.8384 -1.3510
H -4.9153 1.9488 -0.2324
H -6.5668 0.1410 -0.5769
H -5.9671 -1.8203 -1.9672
H -3.7482 -1.9648 -3.0173
C -4.2787 -3.2169 1.0288
C -3.3441 -2.3181 1.8489
C -2.2631 -1.7511 1.0486
N -1.4138 -1.3378 0.4001
H -5.0975 -3.5510 1.6634
H -3.7478 -4.0926 0.6580
H -4.6919 -2.6727 0.1824
H -2.8883 -2.8786 2.6660
H -3.8939 -1.4877 2.2929
```

* calculated total energy: -2729.31197 a.u.
* multiplicity: 5
* M: 727.0 g mol⁻¹
* charge: +1

Atom charges from the Mulliken analysis, given in e for atoms 1 to 2: number 1, Rh, carries -0.1124; number 2, C, carries -1.7014


# 3
Below is a structure of composition C35H32AgN6O2, with properties calculated with ωB97M-V/def2-TZVPD.

Geometry as XYZ:
```
76
Properties=species:S:1:pos:R:3
Ag -0.6262 -0.4096 0.2904
C 4.9095 2.4389 -3.6398
C 4.0099 1.5585 -2.8139
C 4.5159 0.5539 -1.9910
C 3.6973 -0.2282 -1.2039
C 2.2854 -0.0836 -1.1779
N 1.4787 -0.8336 -0.3827
C 1.9602 -2.0472 0.0730
C 2.4768 -3.0411 -0.7808
C 2.8739 -4.2741 -0.3075
C 2.7824 -4.6081 1.0460
C 3.1804 -5.9728 1.5416
C 2.2870 -3.6405 1.9031
C 1.9013 -2.3933 1.4317
N 1.4306 -1.4176 2.3609
C 2.1476 -0.4355 2.9409
C 1.2591 0.3811 3.6008
C 0.0001 -0.1836 3.3326
N 0.1091 -1.2725 2.5814
C 1.7952 0.9437 -2.0206
C 2.6350 1.7301 -2.7958
N 0.3949 1.1967 -2.1478
C -0.3484 1.0441 -3.2658
C -1.6052 1.5329 -2.9950
C -1.5233 1.9632 -1.6589
N -0.3117 1.7686 -1.1550
H 5.7323 1.8687 -4.0761
H 5.3511 3.2426 -3.0435
H 4.3582 2.9055 -4.4576
H 5.5884 0.3843 -1.9573
H 4.1450 -0.9858 -0.5738
H 2.5444 -2.8168 -1.8385
H 3.2551 -5.0101 -1.0089
H 4.1420 -6.2822 1.1270
H 2.4448 -6.7303 1.2594
H 3.2645 -5.9849 2.6287
H 2.1944 -3.8388 2.9654
H 3.2169 -0.3906 2.8204
H 1.4830 1.2679 4.1674
H -0.9812 0.1621 3.6151
H 2.1747 2.5015 -3.4053
H 0.0785 0.6012 -4.1502
H -2.4587 1.5556 -3.6517
H -2.2936 2.3841 -1.0312
C -2.9372 -1.1727 -6.3525
C -3.8291 -0.3964 -5.4164
C -4.5192 0.7126 -5.9046
C -5.3143 1.4646 -5.0574
C -5.4401 1.1235 -3.7210
C -4.7679 0.0079 -3.2182
N -4.8038 -0.3751 -1.8821
C -5.4915 0.2708 -0.8534
C -6.8421 0.6103 -0.9816
C -7.5229 1.2145 0.0599
C -6.8747 1.4891 1.2576
C -5.5410 1.1428 1.3944
C -4.8360 0.5291 0.3653
C -3.3758 0.1892 0.6024
O -2.7591 0.8026 1.4835
O -2.8673 -0.7124 -0.1430
C -3.9517 -0.7593 -4.0764
C -3.1878 -1.9143 -3.4901
H -2.9533 -0.7279 -7.3473
H -3.2547 -2.2136 -6.4447
H -1.9023 -1.1810 -6.0040
H -4.4170 0.9891 -6.9473
H -5.8314 2.3392 -5.4339
H -6.0270 1.7441 -3.0601
H -3.9299 -0.7613 -1.5132
H -7.3581 0.3687 -1.9015
H -8.5707 1.4625 -0.0627
H -7.4047 1.9643 2.0733
H -4.9968 1.3515 2.3063
H -3.8454 -2.5532 -2.8964
H -2.4019 -1.5596 -2.8142
H -2.7170 -2.5253 -4.2560
```

* calculated total energy: -1979.04068 a.u.
* M: 676.5 g mol⁻¹
* charge: -1

Atom charges from the Mulliken analysis, given in e for atoms 1 to 2: number 1, Ag, carries 0.5163; number 2, C, carries -1.5236


# 4
Below is a structure of composition C35H32AsClHgN6O2P, with properties calculated with ωB97M-V/def2-TZVPD.

Geometry as XYZ:
```
79
Properties=species:S:1:pos:R:3
Hg 0.2500 0.0310 0.0034
Cl -1.8794 1.9587 1.8108
C -2.0901 0.8783 3.1573
C -2.2913 1.4558 4.3984
C -2.4285 0.6457 5.5137
C -2.3865 -0.7304 5.3750
C -2.1968 -1.2994 4.1249
C -2.0393 -0.5134 2.9829
P -1.5927 -1.2799 1.3705
C -1.2241 -2.9991 1.8454
C 0.0843 -3.3025 2.2192
C 0.3979 -4.5691 2.6930
C -0.5873 -5.5426 2.7793
C -1.8875 -5.2516 2.3857
C -2.2085 -3.9837 1.9236
C -3.1799 -1.3830 0.4736
C -4.2716 -0.5809 0.7902
C -5.4155 -0.6094 -0.0010
C -5.4748 -1.4368 -1.1120
C -4.3864 -2.2416 -1.4335
C -3.2430 -2.2100 -0.6513
H -2.3148 2.5339 4.4890
H -2.5495 1.0967 6.4906
H -2.4691 -1.3708 6.2447
H -2.1473 -2.3761 4.0433
H 0.8450 -2.5320 2.1705
H 1.4112 -4.7896 3.0054
H -0.3451 -6.5286 3.1573
H -2.6577 -6.0107 2.4475
H -3.2265 -3.7564 1.6325
H -4.2414 0.0587 1.6630
H -6.2627 0.0161 0.2553
H -6.3667 -1.4583 -1.7266
H -4.4368 -2.8905 -2.3002
H -2.3858 -2.8171 -0.9076
C 5.5749 -1.7372 -1.1286
C 5.3400 -0.8735 -2.1928
C 4.1961 -0.0903 -2.2352
C 3.2535 -0.1698 -1.2014
C 3.4972 -1.0366 -0.1302
C 4.6466 -1.8074 -0.0951
N 2.0541 0.5475 -1.1954
N 1.8510 1.3175 -2.2350
C 0.6162 1.8939 -2.3515
C 0.4158 2.7347 -3.4676
C -0.8107 3.3059 -3.6811
C -1.8589 3.0411 -2.7888
C -1.6033 2.2123 -1.7241
N -0.4052 1.6578 -1.4905
H 6.4723 -2.3438 -1.1006
H 6.0616 -0.8079 -2.9993
H 4.0181 0.5935 -3.0523
H 2.7765 -1.0848 0.6778
H 4.8232 -2.4674 0.7461
H 1.2532 2.8959 -4.1337
H -0.9714 3.9520 -4.5355
H -2.8449 3.4645 -2.9252
H -2.3915 1.9648 -1.0211
O 1.0003 -0.1882 2.2129
N 1.1205 0.8607 2.9424
C 1.0974 0.6125 4.2181
C 1.1550 1.7244 5.1329
N 1.1806 2.5858 5.8960
C 0.9817 -0.7224 4.7544
N 0.9025 -1.7984 5.1560
C 1.9843 -3.4683 -2.5896
As 0.4627 -2.3776 -3.0094
C 0.9594 -1.1002 -4.3500
C -0.8396 -3.5021 -3.8732
O -0.2161 -1.7356 -1.6402
H 2.5033 -3.7811 -3.4940
H 1.6315 -4.3364 -2.0396
H 2.6544 -2.8871 -1.9562
H 1.4096 -1.6228 -5.1946
H 1.6522 -0.3692 -3.9354
H 0.0521 -0.5899 -4.6685
H -0.4421 -3.9460 -4.7844
H -1.7000 -2.8788 -4.1093
H -1.1454 -4.2821 -3.1793
```

* calculated total energy: -5022.57735 a.u.
* multiplicity: 2
* M: 910.6 g mol⁻¹
* charge: 0

Atom charges from the Mulliken analysis, given in e for atoms 1 to 2: number 1, Hg, carries 2.2949; number 2, Cl, carries -0.1839


# 5
Below is a structure of composition C35H32GeN4OPtS2, with properties calculated with ωB97M-V/def2-TZVPD.

Geometry as XYZ:
```
76
Properties=species:S:1:pos:R:3
Pt 0.1211 -0.2598 0.4210
O 2.2748 0.1016 0.6594
N 2.6174 1.1125 1.4321
C 3.5672 1.9393 0.9491
C 4.0720 2.9898 1.6684
C 3.5772 3.2136 2.9558
C 2.5987 2.3790 3.4417
C 2.0654 1.3104 2.6889
S 0.8288 0.3190 3.2731
H 3.8881 1.6913 -0.0512
H 4.8294 3.6236 1.2283
H 3.9535 4.0326 3.5568
H 2.1874 2.5261 4.4287
C -4.3534 2.5689 2.9333
C -3.9269 2.2454 1.5338
C -4.6077 2.6569 0.4257
C -4.1558 2.1807 -0.8500
N -3.0978 1.4629 -1.0167
C -2.2593 1.1180 0.0982
S -0.5848 1.9462 0.0359
N -2.8630 1.4496 1.3951
C -4.9832 2.4513 -2.0770
H -5.3858 2.9155 2.9424
H -3.7181 3.3475 3.3614
H -4.2688 1.6814 3.5632
H -5.5026 3.2575 0.5117
H -2.2889 1.1924 2.1851
H -5.9944 2.0556 -1.9452
H -4.5117 1.9619 -2.9273
H -5.0536 3.5252 -2.2710
C 1.6580 -4.8943 0.7155
C 0.8728 -4.3174 1.7458
C 0.3783 -3.0523 1.6099
N 0.6115 -2.2688 0.5088
C 1.4139 -2.8066 -0.4688
C 1.9216 -4.0753 -0.4082
H 2.0513 -5.9011 0.7902
H 0.6371 -4.8849 2.6394
H -0.2182 -2.5941 2.3883
H 1.6429 -2.1599 -1.3074
H 2.5361 -4.4415 -1.2238
C -1.7985 -0.3204 0.0463
Ge -2.7517 -1.3021 -1.3346
C -2.1403 -0.9810 -3.1919
C -0.7592 -0.9718 -3.3913
C -0.2244 -0.7456 -4.6502
C -1.0644 -0.5164 -5.7332
C -2.4392 -0.4942 -5.5428
C -2.9692 -0.7185 -4.2785
C -2.5394 -3.2558 -1.0344
C -3.0310 -3.7502 0.1724
C -2.9526 -5.0964 0.4894
C -2.3757 -5.9856 -0.4093
C -1.8928 -5.5145 -1.6195
C -1.9808 -4.1648 -1.9314
C -4.7338 -1.2052 -1.1283
C -5.6399 -1.7289 -2.0508
C -7.0036 -1.7478 -1.7954
C -7.4990 -1.2492 -0.5975
C -6.6101 -0.7414 0.3421
C -5.2494 -0.7240 0.0764
H -0.1091 -1.1239 -2.5340
H 0.8505 -0.7445 -4.7901
H -0.6497 -0.3491 -6.7213
H -3.0997 -0.3045 -6.3826
H -4.0443 -0.6819 -4.1320
H -3.4797 -3.0534 0.8751
H -3.3342 -5.4546 1.4393
H -2.2839 -7.0356 -0.1563
H -1.4398 -6.2038 -2.3240
H -1.6083 -3.8071 -2.8867
H -5.2677 -2.1472 -2.9811
H -7.6885 -2.1614 -2.5285
H -8.5639 -1.2658 -0.3954
H -6.9811 -0.3591 1.2871
H -4.5594 -0.3370 0.8170
```

* calculated total energy: -4639.71539 a.u.
* multiplicity: 3
* M: 856.5 g mol⁻¹
* charge: -2

Atom charges from the Mulliken analysis, given in e for atoms 1 to 2: number 1, Pt, carries 0.8097; number 2, O, carries -0.7268


# 6
Below is a structure of composition C35H32IN10NaO4, with properties calculated with ωB97M-V/def2-TZVPD.

Geometry as XYZ:
```
83
Properties=species:S:1:pos:R:3
Na -0.2205 -0.0495 0.7495
C 2.4818 3.8812 1.6181
C 2.1056 3.1087 0.5138
N 0.8823 3.0554 0.0498
C -0.0803 3.7424 0.6702
C 0.1995 4.6296 1.7471
C 1.5310 4.6690 2.2090
C -0.8255 5.4112 2.3017
C -2.1084 5.2842 1.8138
C -2.4184 4.4048 0.7915
C -1.4425 3.5638 0.2209
N -1.7037 2.5389 -0.5575
C -2.6212 2.2647 -1.4550
C -3.0874 3.1817 -2.4204
C -3.8957 2.7850 -3.4718
C -4.3066 1.4783 -3.6192
C -3.8953 0.5169 -2.6793
C -4.2772 -0.8385 -2.7542
C -3.8367 -1.7196 -1.8024
C -3.0424 -1.2334 -0.7555
N -2.6856 0.0205 -0.6481
C -3.0622 0.8923 -1.5852
H 3.5017 3.8582 1.9825
H 2.8435 2.5060 0.0019
H 1.7782 5.3244 3.0367
H -0.6014 6.0890 3.1178
H -2.8968 5.8897 2.2497
H -3.4443 4.3012 0.4599
H -2.7779 4.2172 -2.3332
H -4.2148 3.5280 -4.1980
H -4.9483 1.1832 -4.4433
H -4.9224 -1.1597 -3.5678
H -4.0967 -2.7699 -1.8497
H -2.7008 -1.8923 0.0280
C 0.5451 2.8045 -3.9525
N 0.7375 1.3993 -4.2404
C 1.9852 1.1546 -4.9321
C 0.4542 0.5227 -3.1309
N 0.2934 0.8103 -1.9324
N 0.3548 -0.7817 -3.5872
C 0.2662 -1.9117 -2.7853
N 0.5742 -3.0851 -3.5310
N -0.0686 -1.8684 -1.5863
H 0.5651 3.3511 -4.9003
H 1.3164 3.2207 -3.2874
H -0.4293 2.9356 -3.4866
H 1.9793 1.6889 -5.8883
H 2.1098 0.0930 -5.1393
H 2.8618 1.4990 -4.3593
H 0.4364 1.7564 -1.6019
H 0.2180 -0.9140 -4.5773
H 1.3027 -2.9671 -4.2232
H 0.7800 -3.8561 -2.9074
H 0.0039 -2.7399 -1.0591
O -0.1164 0.9463 2.9120
N 1.0167 0.5684 3.3306
N 1.8740 0.2164 2.4322
O 1.7019 0.2456 1.1624
C 3.0845 -0.2607 2.9154
C 3.9433 -0.9018 2.0199
C 5.1454 -1.4157 2.4562
C 5.5235 -1.2827 3.7853
C 4.6714 -0.6390 4.6755
C 3.4600 -0.1337 4.2531
H 3.6087 -0.9910 0.9991
H 5.7857 -1.9433 1.7601
H 6.4649 -1.6926 4.1309
H 4.9570 -0.5442 5.7164
H 2.7820 0.3580 4.9315
I -1.8583 -8.8723 4.6538
C -1.2896 -7.0568 3.6888
C 0.0485 -6.7360 3.6019
C 0.4125 -5.5933 2.9058
C -0.5457 -4.7770 2.3163
C -1.8884 -5.1046 2.4754
C -2.2706 -6.2499 3.1551
C -0.1740 -3.6382 1.3182
O 0.2247 -4.1093 0.2383
O -0.3601 -2.4818 1.6789
H 0.8002 -7.3711 4.0528
H 1.4612 -5.3443 2.8133
H -2.6443 -4.4580 2.0526
H -3.3153 -6.5121 3.2548
```

* calculated total energy: -2661.50310 a.u.
* M: 806.6 g mol⁻¹
* charge: -2

Atom charges from the Mulliken analysis, given in e for atoms 1 to 2: number 1, Na, carries 0.7759; number 2, C, carries -0.8464